[1]
Formula: C24H25N3O7S
Source: OMol25
Level of theory: ωB97M-V/def2-TZVPD

Properties
* relative energy (zero: lowest compared OMol25 entry of this formula, charge and spin): 122.01 kcal/mol
* LUMO level: -0.00097 Eh
* SMILES: COc1ccc(N(CC(=O)Nc2c(C)cccc2C)S(=O)(=O)c2ccccc2[N+](=O)[O-])c(OC)c1
* Kohn-Sham gap: 8.388 eV
* highest occupied orbital energy: -8.414 eV

Structure (ORCA input):
```
! wB97M-V def2-TZVPD RIJCOSX def2/J DEFGRID3
* xyz 0 1
C 5.24458 -2.85660 1.31727
O 4.38015 -1.83448 1.75375
C 3.27093 -1.56298 1.02220
C 2.92942 -2.19207 -0.16928
C 1.76257 -1.82471 -0.81603
C 0.94270 -0.83316 -0.31124
N -0.27625 -0.51021 -0.95403
C -0.30326 0.17014 -2.22333
C -0.49810 1.69741 -2.11398
O -0.36907 2.39975 -3.09442
N -0.84182 2.09705 -0.88143
C -1.18588 3.39247 -0.43934
C -2.37916 3.52265 0.28089
C -3.23995 2.32254 0.53565
C -2.74290 4.77634 0.74647
C -1.94097 5.87849 0.50613
C -0.75227 5.72909 -0.18138
C -0.34625 4.48630 -0.65294
C 0.97323 4.32989 -1.33842
S -1.65693 -1.15741 -0.33471
O -1.72859 -0.96752 1.07995
O -2.74382 -0.71054 -1.15035
C -1.44638 -2.92677 -0.61043
C -1.71780 -3.43920 -1.86622
C -1.58377 -4.79645 -2.10573
C -1.19248 -5.64350 -1.07987
C -0.93344 -5.13765 0.18292
C -1.05311 -3.77272 0.41088
N -0.74371 -3.28182 1.74775
O 0.32304 -2.73069 1.88308
O -1.52874 -3.54995 2.61959
C 1.28577 -0.18756 0.89083
O 0.44572 0.78325 1.31050
C 0.62457 1.32655 2.59948
C 2.44824 -0.56318 1.54092
H 4.73216 -3.82239 1.27179
H 5.67778 -2.62648 0.33869
H 6.03974 -2.90557 2.05943
H 3.54314 -2.96966 -0.59301
H 1.47917 -2.32091 -1.73356
H -1.15300 -0.20379 -2.80042
H 0.61541 -0.02555 -2.78190
H -0.98819 1.36470 -0.19645
H -4.17166 2.61733 1.01178
H -2.73508 1.60661 1.18700
H -3.47063 1.80172 -0.39311
H -3.66571 4.89068 1.29650
H -2.23937 6.85216 0.86562
H -0.11716 6.58681 -0.34919
H 0.82392 4.13986 -2.40077
H 1.51512 3.47783 -0.92819
H 1.57573 5.22702 -1.21960
H -2.05420 -2.76059 -2.63355
H -1.79457 -5.19469 -3.08596
H -1.09645 -6.70308 -1.25896
H -0.64131 -5.79102 0.99095
H 1.56563 1.88046 2.67128
H -0.20863 2.01218 2.74511
H 0.59373 0.54372 3.36090
H 2.74816 -0.11010 2.47047
*
```

These are the Mulliken partial charges, in e, on atoms 1 to 5: -0.888 -0.464 0.468 -0.931 -0.753

=====

[2]
Formula: C24H25N4O2PdSbSe4
Source: OMol25
Level of theory: ωB97M-V/def2-TZVPD

Properties
* relative energy (zero: lowest compared OMol25 entry of this formula, charge and spin): 29.97 kcal/mol
* LUMO level (alpha / beta): -0.02907 / -0.08375 Eh
* <S²>: 2.032
* Kohn-Sham gap (alpha / beta): 6.600 / 5.064 eV
* highest occupied orbital energy (alpha / beta): -7.391 / -7.343 eV

Structure (ORCA input):
```
! wB97M-V def2-TZVPD RIJCOSX def2/J DEFGRID3
* xyz 0 3
Pd -1.10218 -1.74487 1.16027
N 3.14152 -5.10187 2.13597
C 3.66532 -4.43197 1.09307
O 4.46672 -4.87967 0.30437
C 3.09632 -3.04327 0.98797
C 3.86332 -1.90707 1.19857
C 3.22762 -0.67537 1.21827
C 1.85332 -0.62807 1.06687
N 1.12362 -1.71187 0.79447
C 1.74402 -2.88947 0.72427
H 3.50262 -6.01777 2.35337
H 2.59602 -4.63457 2.84977
H 4.92532 -1.99567 1.35567
H 3.77842 0.23063 1.41047
H 1.30982 0.30743 1.16497
H 1.14272 -3.75877 0.46487
Se -2.37878 -2.71107 5.40427
Sb -0.73938 -2.29957 3.65647
Se -1.26898 0.09583 2.78887
Se 1.58962 -2.42367 4.33317
Se -1.09618 -4.18187 1.93187
C -3.15448 -1.85337 1.02357
C -3.00508 -1.86377 -0.43543
C -3.49718 -0.80897 -1.21793
C -3.26318 -0.75877 -2.57553
C -2.48108 -1.72867 -3.18573
C -1.99648 -2.79097 -2.44003
C -2.26518 -2.87717 -1.08333
H -3.53288 -2.78687 1.47217
H -3.70168 -0.97957 1.40317
H -4.07998 -0.03517 -0.73963
H -3.68808 0.04243 -3.16393
H -2.25878 -1.66577 -4.24133
H -1.40698 -3.56087 -2.91793
H -1.95758 -3.78057 -0.54893
C 1.39652 3.98393 -1.77713
N 0.72692 2.71383 -1.76233
N 0.00702 2.30033 -0.66203
C -0.36978 0.98193 -0.83853
O -1.08308 0.36803 -0.03233
C 0.21442 0.58173 -2.07063
C 0.87452 1.66013 -2.59503
C 1.63302 1.76713 -3.86573
C -0.50948 3.23773 0.26177
C -1.29128 4.28973 -0.20203
C -1.75688 5.23853 0.68817
C -1.47438 5.12123 2.04027
C -0.73018 4.05123 2.50597
C -0.22728 3.11833 1.61507
H 1.62682 4.27633 -0.75183
H 0.77362 4.76263 -2.22743
H 2.32492 3.90933 -2.34093
H 0.11532 -0.39547 -2.49773
H 1.46232 0.87563 -4.46113
H 2.70282 1.85423 -3.67423
H 1.30952 2.63823 -4.43343
H -1.52808 4.35433 -1.25353
H -2.35798 6.05853 0.32687
H -1.84048 5.86443 2.73077
H -0.53858 3.93623 3.56277
H 0.38732 2.30253 1.96757
*
```

These are the Mulliken partial charges, in e, on atoms 1 to 5: 0.298 -0.221 -0.089 -0.637 0.286

=====

[3]
Formula: C24H25NO5
Source: OMol25
Level of theory: ωB97M-V/def2-TZVPD

Properties
* relative energy (zero: lowest compared OMol25 entry of this formula, charge and spin): 67.77 kcal/mol
* LUMO level: 0.02217 Eh
* SMILES: COc1cc(OC)c(OC)cc1CNC(=O)c1ccc(COc2ccccc2)cc1
* Kohn-Sham gap: 8.328 eV
* highest occupied orbital energy: -7.725 eV

Structure (ORCA input):
```
! wB97M-V def2-TZVPD RIJCOSX def2/J DEFGRID3
* xyz 0 1
C -3.56278 1.50028 -3.24305
O -3.18910 1.84536 -1.93418
C -3.45895 0.98363 -0.91558
C -4.12158 -0.22759 -1.07479
C -4.37332 -1.07827 -0.00300
O -4.99987 -2.29028 -0.15388
C -5.45825 -2.66965 -1.42659
C -3.96746 -0.69051 1.28364
O -4.11396 -1.39035 2.45013
C -5.03225 -2.45582 2.54151
C -3.30952 0.52643 1.42497
C -3.04107 1.36866 0.36166
C -2.27315 2.64488 0.58141
N -0.86997 2.36518 0.81536
C 0.11612 2.83944 0.01863
O -0.07989 3.60755 -0.90219
C 1.48539 2.35619 0.37699
C 2.40991 2.17890 -0.64678
C 3.69359 1.75222 -0.36824
C 4.08045 1.50514 0.94244
C 5.48773 1.05673 1.25557
O 6.11475 0.34115 0.21571
C 5.64923 -0.90138 -0.10201
C 4.55415 -1.52109 0.48793
C 4.18395 -2.79309 0.08246
C 4.88904 -3.45655 -0.90365
C 5.97945 -2.83705 -1.49466
C 6.35857 -1.57145 -1.09955
C 3.16480 1.70264 1.96878
C 1.87794 2.12384 1.69144
H -3.22403 2.32523 -3.86767
H -3.07573 0.57676 -3.57366
H -4.64918 1.39640 -3.34047
H -4.44045 -0.52559 -2.05869
H -6.19388 -1.96102 -1.82111
H -5.93597 -3.63816 -1.28409
H -4.63408 -2.77825 -2.13928
H -6.02888 -2.15819 2.20725
H -5.06721 -2.71039 3.60096
H -4.70523 -3.32586 1.96861
H -3.00838 0.80495 2.42339
H -2.32306 3.28008 -0.30422
H -2.68027 3.18299 1.44559
H -0.66195 1.63983 1.48319
H 2.10345 2.38502 -1.66094
H 4.40617 1.60800 -1.16671
H 6.12384 1.93896 1.39613
H 5.50282 0.47470 2.18816
H 3.97762 -1.02341 1.25178
H 3.33026 -3.26423 0.54758
H 4.59234 -4.44747 -1.21221
H 6.53790 -3.34462 -2.26721
H 7.20534 -1.07478 -1.54689
H 3.46432 1.52791 2.99300
H 1.19030 2.29604 2.50706
*
```

These are the Mulliken partial charges, in e, on atoms 1 to 5: -0.980 -0.458 0.096 -0.164 0.848

=====

[4]
Formula: C24H25NO6S
Source: OMol25
Level of theory: ωB97M-V/def2-TZVPD

Properties
* relative energy (zero: lowest compared OMol25 entry of this formula, charge and spin): 550.58 kcal/mol
* LUMO level: 0.00643 Eh
* Kohn-Sham gap: 8.007 eV
* highest occupied orbital energy: -7.832 eV

Structure (ORCA input):
```
! wB97M-V def2-TZVPD RIJCOSX def2/J DEFGRID3
* xyz 0 1
C 5.36991 0.47832 -0.02258
H 4.92859 -0.32025 0.60851
O 4.38067 0.42443 -1.17935
C 3.21349 0.62005 -1.03380
C 2.49006 0.24955 -2.26189
C 1.15855 0.54432 -1.99860
C 0.62911 1.05389 -0.78931
C 1.26574 1.10279 0.28318
C 2.66527 0.97379 0.23484
H 3.25019 1.31669 1.01413
H 0.76869 1.56211 1.40277
C -1.03833 0.79749 -0.53018
N -1.57532 -0.38307 -1.30736
C -1.24877 -1.49878 -0.75525
O -1.62381 -2.67736 -1.34462
C 0.03345 -1.46745 0.23171
C 1.21012 -2.07007 -0.22239
C 2.29518 -2.04000 0.87145
O 3.19329 -2.55835 0.64147
C 1.84862 -1.41952 2.24779
C 0.57541 -1.12014 2.35760
C 0.22734 -0.34943 3.76616
C 1.05561 -0.36417 4.69861
C 2.45630 -0.74662 4.54460
C 2.62113 -1.69492 3.28588
H 3.66904 -1.83122 3.00131
C 3.49865 -0.78929 5.40835
H 3.37012 0.18374 5.98563
H 3.13535 -1.30407 6.45127
H 4.37231 -1.10817 5.22568
H 0.75249 -0.02860 5.61080
C -1.19245 -0.05170 3.72903
H -1.45453 0.32986 4.82257
H -1.85169 -0.66623 3.32238
H -1.28023 0.98651 3.14372
O -0.54311 -1.01373 1.51171
H 1.25838 -2.73804 -1.11147
C -2.79064 0.03453 -1.91527
C -3.94570 0.62309 -1.32363
H -4.87263 0.15961 -1.19647
H -3.69960 1.13252 -0.43293
S -4.00792 2.24137 -2.27881
O -2.97386 3.02474 -2.13009
O -5.32990 2.54661 -2.60089
C -3.57958 1.02121 -3.86204
C -2.52254 0.38957 -3.53349
H -1.59906 1.12553 -3.39801
H -2.12754 -0.37102 -4.22558
H -3.43355 1.69634 -4.72751
H -4.38628 0.50603 -4.09843
H -3.20674 -1.30027 -2.10671
H -1.52117 1.71920 -1.20202
H -1.49729 1.03508 0.32713
H 0.45650 0.37220 -2.90811
H 2.85489 0.19224 -3.08062
H 5.40676 1.56751 0.56670
H 6.42544 0.02398 -0.43094
*
```

These are the Mulliken partial charges, in e, on atoms 1 to 5: -0.543 0.201 -0.392 1.033 -2.365